1.
{"formula": "C5H7NO", "method": "ωB97M-V with the def2-TZVPD basis set", "lumo_ev": 0.81, "e_tot_ev": -8832.113, "largest_force_ev_per_a": 2.754, "de_lowest_kcal_mol": 94.31, "gap_ev": 10.6, "smiles": "CC[C@@]1(C#N)CO1", "elements": ["C", "C", "C", "C", "N", "C", "O", "H", "H", "H", "H", "H", "H", "H"], "coordinates": [[-1.208, -0.319, 0.914], [-0.084, -0.978, 0.023], [0.911, -0.068, -0.817], [0.362, 0.558, -2.016], [-0.160, 1.040, -2.933], [1.099, 0.845, 0.364], [2.165, 0.492, -0.439], [-0.901, 0.076, 1.897], [-1.947, -1.103, 1.127], [-1.755, 0.485, 0.404], [0.475, -1.686, 0.634], [-0.610, -1.466, -0.774], [0.471, 1.713, 0.252], [1.182, 0.411, 1.365]], "mulliken_charge": [-1.142, -0.538, 0.676, 0.020, -0.437, -0.714, -0.396, 0.371, 0.354, 0.322, 0.328, 0.426, 0.377, 0.354]}


2.
{"formula": "C5H7NO", "method": "ωB97M-V with the def2-TZVPD basis set", "lumo_ev": 0.87, "e_tot_ev": -8833.658, "largest_force_ev_per_a": 3.831, "de_lowest_kcal_mol": 58.69, "gap_ev": 10.3, "smiles": "O=C1CC2(CC2)N1", "elements": ["O", "C", "C", "C", "C", "C", "N", "H", "H", "H", "H", "H", "H", "H"], "coordinates": [[-3.092, 0.156, 0.178], [-1.898, 0.035, -0.062], [-1.001, -1.234, 0.034], [0.185, 0.078, -0.200], [1.549, 0.255, -0.776], [1.361, 0.274, 0.718], [-0.934, 0.931, -0.272], [-0.884, -1.561, 1.039], [-1.150, -2.104, -0.712], [1.551, 1.306, -1.104], [2.115, -0.531, -1.285], [1.724, -0.658, 1.100], [1.593, 1.144, 1.315], [-1.119, 1.908, 0.027]], "mulliken_charge": [-0.627, 0.300, -0.387, 0.393, -0.513, -0.810, -0.181, 0.280, 0.256, 0.239, 0.257, 0.255, 0.269, 0.270]}


3.
{"formula": "C5H7NO", "method": "ωB97M-V with the def2-TZVPD basis set", "lumo_ev": 1.07, "e_tot_ev": -8829.379, "largest_force_ev_per_a": 6.480, "de_lowest_kcal_mol": 157.35, "gap_ev": 9.8, "elements": ["C", "C", "C", "C", "C", "H", "H", "H", "H", "H", "H", "H", "N", "O"], "coordinates": [[1.222, 0.588, 0.999], [0.199, -0.651, 0.005], [-0.975, -0.978, -1.030], [-1.179, 0.246, -1.497], [-0.219, 0.739, 0.295], [1.196, 0.938, 2.095], [2.310, 0.469, 0.446], [0.320, -0.889, 1.947], [1.078, -0.545, -0.562], [-1.568, -1.898, -1.362], [-1.497, 0.626, -2.604], [-1.117, 0.937, 1.049], [0.956, -1.003, 1.160], [-0.725, 1.420, -0.940]], "mulliken_charge": [-0.565, 0.178, -0.711, -0.096, 0.252, 0.332, 0.284, 0.290, 0.227, 0.282, 0.245, 0.199, -0.583, -0.335]}


4.
{"formula": "C5H7NO", "method": "ωB97M-V with the def2-TZVPD basis set", "lumo_ev": 0.82, "e_tot_ev": -8832.861, "largest_force_ev_per_a": 1.696, "de_lowest_kcal_mol": 77.06, "gap_ev": 10.6, "elements": ["O", "C", "C", "C", "C", "C", "N", "H", "H", "H", "H", "H", "H", "H"], "coordinates": [[-0.529, 2.006, -0.769], [-0.818, 0.636, -0.668], [0.132, -0.452, -1.067], [0.908, -0.973, 0.099], [0.638, -0.046, 1.256], [-0.810, -0.049, 0.693], [-0.508, -1.363, -0.061], [0.399, 2.089, -1.026], [-1.641, 0.232, -1.301], [0.305, -0.670, -2.117], [1.695, -1.716, -0.023], [1.256, 0.858, 1.342], [0.600, -0.541, 2.230], [-1.628, -0.011, 1.413]], "mulliken_charge": [-0.559, -0.077, -0.438, -0.014, -0.807, 0.048, -0.624, 0.344, 0.335, 0.421, 0.393, 0.242, 0.295, 0.440]}


5.
{"formula": "C5H7NO", "method": "ωB97M-V with the def2-TZVPD basis set", "lumo_ev": 0.56, "e_tot_ev": -8833.407, "largest_force_ev_per_a": 0.475, "de_lowest_kcal_mol": 64.47, "gap_ev": 8.3, "smiles": "CC1=C=C(N)CO1", "elements": ["C", "C", "C", "C", "N", "C", "O", "H", "H", "H", "H", "H", "H", "H"], "coordinates": [[-2.120, 0.319, -1.222], [-0.827, 0.159, -0.493], [0.260, 1.017, -0.442], [1.067, 0.293, 0.439], [2.286, 0.637, 0.904], [0.534, -1.087, 0.699], [-0.784, -1.022, 0.203], [-2.384, -0.613, -1.734], [-2.030, 1.131, -1.942], [-2.931, 0.552, -0.521], [2.655, 1.510, 0.557], [2.609, 0.337, 1.814], [1.116, -1.732, 0.029], [0.547, -1.501, 1.709]], "mulliken_charge": [-1.077, 1.033, -1.507, 0.797, -0.423, -0.443, -0.374, 0.304, 0.315, 0.266, 0.267, 0.247, 0.228, 0.368]}


6.
{"formula": "C5H7NO", "method": "ωB97M-V with the def2-TZVPD basis set", "lumo_ev": 0.69, "e_tot_ev": -8833.123, "largest_force_ev_per_a": 3.024, "de_lowest_kcal_mol": 71.02, "gap_ev": 8.9, "elements": ["C", "C", "C", "O", "C", "C", "N", "H", "H", "H", "H", "H", "H", "H"], "coordinates": [[0.482, 1.585, 0.274], [-0.135, 0.371, -0.305], [-0.692, 0.316, -1.545], [-0.825, -0.864, -2.060], [-0.149, -1.870, -0.695], [-0.036, -0.919, 0.297], [0.200, -0.991, 1.656], [0.505, 2.358, -0.496], [1.528, 1.380, 0.541], [-0.046, 1.967, 1.150], [-1.039, 1.239, -2.029], [-0.910, -2.558, -0.963], [0.590, -0.166, 2.104], [0.525, -1.848, 2.070]], "mulliken_charge": [-1.449, 0.544, -0.298, -0.469, -0.602, 0.634, -0.469, 0.378, 0.340, 0.310, 0.351, 0.256, 0.239, 0.234]}


7.
{"formula": "C5H7NO", "method": "ωB97M-V with the def2-TZVPD basis set", "lumo_ev": [-1.46, -2.25], "e_tot_ev": -8831.594, "largest_force_ev_per_a": 1.182, "de_lowest_kcal_mol": 106.28, "gap_ev": [8.1, 7.0], "elements": ["C", "C", "C", "N", "C", "O", "C", "H", "H", "H", "H", "H", "H", "H"], "coordinates": [[-1.655, -0.358, 0.505], [-0.496, 0.045, -0.395], [-0.433, 1.476, -0.653], [-0.333, 2.620, -0.814], [0.928, -0.589, 0.419], [0.756, -1.777, 0.786], [1.951, -0.063, -0.420], [-1.739, 0.308, 1.369], [-2.593, -0.329, -0.061], [-1.464, -1.376, 0.854], [-0.511, -0.513, -1.331], [2.727, -0.701, -0.844], [0.853, 0.253, 1.192], [2.008, 1.005, -0.608]], "mulliken_charge": [-1.275, 0.049, 0.291, -0.447, 0.342, -0.651, -0.660, 0.330, 0.383, 0.359, 0.355, 0.290, 0.296, 0.339]}


8.
{"formula": "C5H7NO", "method": "ωB97M-V with the def2-TZVPD basis set", "lumo_ev": 0.97, "e_tot_ev": -8833.749, "largest_force_ev_per_a": 1.160, "de_lowest_kcal_mol": 56.58, "gap_ev": 8.6, "smiles": "Cc1occc1N", "elements": ["C", "C", "O", "C", "C", "C", "N", "H", "H", "H", "H", "H", "H", "H"], "coordinates": [[1.359, -1.027, 0.031], [0.925, 0.423, 0.040], [0.747, 0.585, 1.437], [-0.551, 0.495, 1.667], [-1.293, 0.583, 0.521], [-0.341, 0.614, -0.533], [-0.584, 0.690, -1.879], [1.330, -1.513, -0.950], [2.315, -1.207, 0.530], [0.557, -1.447, 0.713], [-0.838, 0.385, 2.701], [-2.366, 0.506, 0.445], [-1.470, 0.368, -2.234], [0.208, 0.544, -2.489]], "mulliken_charge": [-0.893, -0.054, -0.236, -0.580, -0.315, 0.511, -0.474, 0.281, 0.263, 0.262, 0.409, 0.370, 0.216, 0.240]}


9.
{"formula": "C5H7NO", "method": "ωB97M-V with the def2-TZVPD basis set", "lumo_ev": -0.89, "e_tot_ev": -8833.952, "largest_force_ev_per_a": 0.604, "de_lowest_kcal_mol": 51.91, "gap_ev": 9.2, "smiles": "CC1=CC(=O)N=C1.[H][H]", "elements": ["C", "C", "C", "C", "O", "N", "C", "H", "H", "H", "H", "H", "H", "H"], "coordinates": [[-0.513, -1.073, 1.622], [-0.158, -0.110, 0.535], [1.029, 0.361, 0.145], [0.746, 1.413, -0.894], [1.498, 2.243, -1.321], [-0.674, 1.356, -1.228], [-1.158, 0.534, -0.378], [-1.532, -0.893, 1.986], [0.180, -0.973, 2.463], [-0.465, -2.109, 1.263], [2.021, 0.121, 0.506], [-2.223, 0.300, -0.349], [0.369, -0.410, -2.382], [0.879, -0.761, -1.967]], "mulliken_charge": [-1.160, 1.155, -0.793, 0.341, -0.452, -0.519, -0.365, 0.363, 0.314, 0.264, 0.366, 0.420, 0.103, -0.035]}


10.
{"formula": "C5H7NO", "method": "ωB97M-V with the def2-TZVPD basis set", "lumo_ev": 0.98, "e_tot_ev": -8835.067, "largest_force_ev_per_a": 0.395, "de_lowest_kcal_mol": 26.20, "gap_ev": 8.9, "smiles": "Cc1cocc1N", "elements": ["C", "C", "C", "O", "C", "C", "N", "H", "H", "H", "H", "H", "H", "H"], "coordinates": [[-1.847, 0.135, 0.575], [-0.486, -0.325, 0.147], [-0.382, -1.536, -0.451], [0.786, -1.700, -1.089], [1.494, -0.554, -0.868], [0.805, 0.300, -0.060], [1.335, 1.430, 0.579], [-1.955, 0.514, 1.595], [-2.493, -0.739, 0.440], [-2.238, 0.885, -0.123], [-1.049, -2.381, -0.390], [2.444, -0.492, -1.374], [0.698, 2.198, 0.724], [2.205, 1.753, 0.174]], "mulliken_charge": [-1.121, 0.495, -0.583, -0.356, -0.618, 0.601, -0.541, 0.308, 0.329, 0.253, 0.375, 0.384, 0.231, 0.244]}